No. 1
C2H3Br2N | ωB97M-V/def2-TZVPD

Summary:
E_HOMO (alpha / beta), eV: -10.08 / -9.07
HOMO-LUMO gap (alpha / beta), eV: 8.600 / 8.220
Relative energy (zero: lowest compared OMol25 entry of this formula, charge and spin), kJ/mol: 402.80
2S+1: 1
Electronic energy, Ha: -5280.6156

Cartesian coordinates (Å):
C 0.04 -0.56 -0.23
C 0.18 0.86 -0.03
N -0.97 -1.05 -0.80
Br 1.74 -1.60 0.30
Br 1.88 1.55 0.20
H -1.37 1.30 1.62
H -0.61 1.61 -0.13
H -0.89 -2.10 -0.93

Mulliken population analysis, charges in e, atoms 1 to 6: atom 1 (C): 0.440, atom 2 (C): -0.618, atom 3 (N): -0.550, atom 4 (Br): -0.209, atom 5 (Br): -0.064, atom 6 (H): 0.081

No. 2
C13H16BrCl3N7OSSiTl | ωB97M-V/def2-TZVPD

Summary:
E_HOMO (alpha / beta), eV: 1.65 / 0.41
HOMO-LUMO gap (alpha / beta), eV: 2.711 / 3.947
Total charge: -2
Relative energy (zero: lowest compared OMol25 entry of this formula, charge and spin), kJ/mol: 0.00
2S+1: 1
Electronic energy, Ha: -5778.3736

Cartesian coordinates (Å):
Tl 1.65 0.67 1.27
N -2.28 1.54 -2.42
C -3.37 0.96 -1.84
C -2.92 0.41 -0.67
N -1.58 0.64 -0.53
C -1.23 1.32 -1.60
C 0.11 1.80 -1.85
N 1.12 1.70 -1.00
C 2.19 2.31 -1.60
C 1.82 2.77 -2.82
N 0.50 2.45 -2.97
H -2.26 2.06 -3.31
H -4.35 0.99 -2.28
H -3.48 -0.13 0.07
H 3.13 2.38 -1.07
H 2.37 3.31 -3.58
H -0.11 2.67 -3.78
C -3.06 3.87 1.51
C -2.20 2.94 2.33
C -2.68 2.38 3.53
C -1.81 1.50 4.23
C -0.60 1.22 3.67
Br 0.58 -0.02 4.57
N -0.11 1.70 2.52
C -0.96 2.61 1.88
H -4.06 3.96 1.95
H -3.18 3.51 0.49
H -2.63 4.87 1.46
H -3.67 2.60 3.90
H -2.08 1.04 5.17
H -0.58 3.01 0.94
O 3.31 1.64 1.29
N 3.19 -0.77 -2.65
C 3.85 -1.93 -2.58
N 3.39 -2.83 -1.70
S 5.19 -2.28 -3.55
H 2.42 -0.53 -2.04
H 3.55 -0.06 -3.26
H 2.62 -2.64 -1.07
H 3.94 -3.66 -1.55
Cl -1.61 -1.66 1.78
Si 0.24 -1.42 0.91
Cl 1.33 -3.06 1.70
Cl 0.08 -2.02 -1.09

Mulliken population analysis, charges in e, atoms 1 to 6: atom 1 (Tl): 0.982, atom 2 (N): -0.160, atom 3 (C): -1.749, atom 4 (C): -0.183, atom 5 (N): 0.231, atom 6 (C): -0.198

No. 3
C23H31AuN2O2S2Si | ωB97M-V/def2-TZVPD

Summary:
E_HOMO, eV: -7.50
HOMO-LUMO gap, eV: 7.140
Relative energy (zero: lowest compared OMol25 entry of this formula, charge and spin), kJ/mol: 146.26
2S+1: 1
Electronic energy, Ha: -2376.5385

Cartesian coordinates (Å):
Au 0.88 0.54 0.87
C -2.85 2.88 -0.61
C -1.42 2.48 -0.35
N -1.12 1.26 -0.15
N -2.17 0.36 -0.28
C -2.45 -0.23 0.84
S -1.69 0.00 2.37
S -3.76 -1.42 0.83
C -4.16 -1.55 -0.94
C -3.15 -2.33 -1.73
C -3.02 -3.71 -1.54
C -2.07 -4.44 -2.25
C -1.24 -3.80 -3.16
C -1.36 -2.43 -3.36
C -2.31 -1.70 -2.65
C -0.37 3.52 -0.33
C -0.53 4.65 -1.14
C 0.38 5.69 -1.14
C 1.46 5.64 -0.27
C 1.65 4.54 0.54
C 0.76 3.45 0.50
O 1.00 2.45 1.37
H -3.47 2.45 0.18
H -3.20 2.47 -1.55
H -2.98 3.96 -0.61
H -4.28 -0.55 -1.35
H -5.12 -2.05 -0.95
H -3.66 -4.20 -0.82
H -1.99 -5.51 -2.10
H -0.51 -4.37 -3.72
H -0.72 -1.93 -4.07
H -2.40 -0.63 -2.79
H -1.38 4.70 -1.80
H 0.23 6.54 -1.79
H 2.17 6.46 -0.22
H 2.48 4.48 1.23
C 3.64 1.06 2.85
Si 3.24 0.63 1.09
C 3.93 -1.02 0.54
C 3.84 1.89 -0.14
H 4.69 1.35 2.94
H 3.47 0.21 3.52
H 3.02 1.89 3.18
H 5.01 -1.03 0.74
H 3.79 -1.14 -0.53
H 3.49 -1.88 1.04
H 4.93 1.99 -0.04
H 3.41 2.88 0.01
H 3.62 1.57 -1.16
C 0.41 -3.47 2.24
C -0.71 -3.32 1.21
C -0.10 -2.40 0.17
O 0.84 -1.56 0.92
C 1.02 -2.08 2.27
H 1.15 -4.20 1.91
H 0.04 -3.76 3.22
H -1.58 -2.84 1.66
H -1.01 -4.27 0.77
H -0.81 -1.75 -0.34
H 0.49 -2.95 -0.56
H 0.49 -1.42 2.96
H 2.08 -2.08 2.49

Mulliken population analysis, charges in e, atoms 1 to 6: atom 1 (Au): 0.699, atom 2 (C): -1.521, atom 3 (C): 0.957, atom 4 (N): -0.456, atom 5 (N): -0.168, atom 6 (C): 0.100

No. 4
C32H23AsN2O2W | ωB97M-V/def2-TZVPD

Summary:
E_HOMO (alpha / beta), eV: -13.83 / -14.01
HOMO-LUMO gap (alpha / beta), eV: 6.169 / 6.296
<S²>: 2.042
Total charge: +2
Relative energy (zero: lowest compared OMol25 entry of this formula, charge and spin), kJ/mol: 0.00
2S+1: 3
Electronic energy, Ha: -3795.4838

Cartesian coordinates (Å):
W -0.36 0.33 -1.16
O -0.17 2.03 -1.60
C 0.69 2.96 -2.06
C 0.36 4.31 -2.04
C 1.30 5.25 -2.43
C 2.56 4.83 -2.86
C 2.88 3.49 -2.91
C 1.96 2.51 -2.50
C 2.28 1.12 -2.54
N 1.45 0.17 -2.14
N 1.91 -1.12 -2.28
C 1.04 -1.99 -1.87
O -0.10 -1.50 -1.36
C 1.27 -3.41 -1.95
C 2.54 -3.91 -2.24
C 2.73 -5.27 -2.34
C 1.66 -6.14 -2.18
C 0.40 -5.65 -1.88
C 0.19 -4.29 -1.77
H -0.63 4.60 -1.71
H 1.05 6.29 -2.40
H 3.28 5.57 -3.16
H 3.86 3.18 -3.26
H 3.25 0.80 -2.92
H 3.36 -3.21 -2.37
H 3.72 -5.67 -2.55
H 1.81 -7.21 -2.30
H -0.43 -6.34 -1.75
H -0.78 -3.88 -1.56
C 0.28 -0.09 6.29
C -0.42 0.97 5.75
C -0.48 1.15 4.37
C 0.16 0.23 3.55
C 0.90 -0.82 4.08
C 0.94 -0.99 5.46
As 0.17 0.34 1.50
C -1.09 1.79 1.05
C -0.91 3.16 1.21
C -1.83 4.04 0.66
C -2.91 3.57 -0.08
C -3.09 2.21 -0.29
C -2.18 1.30 0.27
C -2.25 -0.18 0.17
C -3.15 -0.94 -0.60
C -3.18 -2.32 -0.44
C -2.35 -2.96 0.48
C -1.40 -2.24 1.19
C -1.33 -0.86 1.04
H 0.33 -0.22 7.36
H -0.93 1.67 6.39
H -1.02 1.98 3.95
H 1.44 -1.49 3.42
H 1.48 -1.83 5.88
H -0.07 3.53 1.78
H -1.71 5.10 0.82
H -3.62 4.28 -0.49
H -3.96 1.87 -0.83
H -3.85 -0.46 -1.27
H -3.86 -2.90 -1.05
H -2.43 -4.03 0.62
H -0.73 -2.73 1.87

Mulliken population analysis, charges in e, atoms 1 to 6: atom 1 (W): 0.935, atom 2 (O): -0.485, atom 3 (C): 0.554, atom 4 (C): -0.330, atom 5 (C): -0.731, atom 6 (C): -0.665

No. 5
C11H15BrSi | ωB97M-V/def2-TZVPD

Summary:
SMILES string: C[Si](C)(C)[C@]1(Br)Cc2ccccc21
E_HOMO, eV: -8.98
HOMO-LUMO gap, eV: 9.577
Relative energy (zero: lowest compared OMol25 entry of this formula, charge and spin), kJ/mol: 0.00
2S+1: 1
Electronic energy, Ha: -3291.5971

Cartesian coordinates (Å):
C -0.43 -1.07 1.92
Si 0.81 -1.44 0.39
C 2.51 -1.51 1.15
C 0.43 -3.03 -0.60
C 0.80 0.10 -0.74
Br 2.22 0.14 -2.17
C 1.03 1.55 0.40
C -0.33 1.89 -0.16
C -1.21 2.91 0.01
C -2.40 2.81 -0.77
C -2.55 1.69 -1.61
C -1.60 0.70 -1.80
C -0.47 0.87 -1.04
H -0.77 -2.05 2.23
H -0.18 -0.46 2.77
H -1.32 -0.52 1.44
H 2.60 -2.20 1.91
H 3.26 -1.74 0.36
H 3.03 -0.54 1.53
H -0.67 -3.13 -0.44
H 0.66 -3.09 -1.61
H 1.06 -3.89 -0.13
H 1.91 2.12 0.13
H 1.05 1.34 1.44
H -1.00 3.73 0.60
H -3.19 3.49 -0.74
H -3.39 1.58 -2.15
H -1.85 -0.26 -2.32

Mulliken population analysis, charges in e, atoms 1 to 6: atom 1 (C): -1.187, atom 2 (Si): 0.443, atom 3 (C): -1.112, atom 4 (C): -1.085, atom 5 (C): 0.671, atom 6 (Br): -0.134

No. 6
CH12N2O3 | ωB97M-V/def2-TZVPD

Summary:
SMILES string: NCN.O.O.O
E_HOMO, eV: -10.03
HOMO-LUMO gap, eV: 10.539
Relative energy (zero: lowest compared OMol25 entry of this formula, charge and spin), kJ/mol: 42.61
2S+1: 1
Electronic energy, Ha: -380.5143

Cartesian coordinates (Å):
N -0.93 -0.78 -0.21
C -0.17 -0.81 1.01
N -0.30 0.43 1.79
H -0.71 0.09 -0.69
H -1.93 -0.68 -0.10
H 0.87 -1.04 0.79
H -0.48 -1.67 1.61
H -1.17 0.35 2.31
H 0.45 0.54 2.46
O 1.45 1.17 -1.17
H 1.48 0.20 -1.14
H 2.37 1.35 -0.95
O -0.05 -3.23 -1.49
H -0.31 -2.30 -1.29
H -0.25 -3.29 -2.43
O -0.25 3.03 0.26
H 0.54 3.49 0.55
H -0.06 2.11 0.49

Mulliken population analysis, charges in e, atoms 1 to 6: atom 1 (N): -0.595, atom 2 (C): -0.573, atom 3 (N): -0.485, atom 4 (H): 0.159, atom 5 (H): 0.245, atom 6 (H): 0.303

No. 7
C5H8O | ωB97M-V/def2-TZVPD

Summary:
E_HOMO, eV: -7.38
HOMO-LUMO gap, eV: 7.896
Relative energy (zero: lowest compared OMol25 entry of this formula, charge and spin), kJ/mol: 503.50
2S+1: 1
Electronic energy, Ha: -270.3661

Cartesian coordinates (Å):
C -0.27 -1.24 0.68
C 0.38 0.48 -0.19
C 0.45 0.07 -1.63
O 1.55 0.93 0.26
C -0.73 0.42 0.64
C -1.64 0.87 1.49
H -0.68 -1.39 1.68
H -0.82 -1.81 -0.07
H 0.78 -1.55 0.68
H 0.62 0.98 -2.21
H -0.48 -0.39 -1.95
H 1.30 -0.61 -1.80
H 1.39 1.31 1.14
H -1.85 1.93 1.29

Mulliken population analysis, charges in e, atoms 1 to 6: atom 1 (C): -1.148, atom 2 (C): 0.836, atom 3 (C): -1.214, atom 4 (O): -0.458, atom 5 (C): -0.105, atom 6 (C): -0.607

No. 8
C6H10O | ωB97M-V/def2-TZVPD

Summary:
E_HOMO, eV: -7.32
HOMO-LUMO gap, eV: 8.334
Relative energy (zero: lowest compared OMol25 entry of this formula, charge and spin), kJ/mol: 541.11
2S+1: 1
Electronic energy, Ha: -309.6363

Cartesian coordinates (Å):
C -0.04 -2.54 0.81
C -1.04 -1.44 1.06
O 0.05 -0.07 0.43
C -0.42 1.29 0.41
C 0.71 2.07 -0.27
C 0.52 1.15 -1.52
C -0.58 0.43 -0.76
H 0.17 -2.68 -0.27
H 0.92 -2.49 1.36
H -0.55 -3.45 1.15
H -0.93 -1.16 2.13
H -1.13 1.60 1.18
H 1.67 2.02 0.24
H 0.46 3.12 -0.49
H 0.14 1.69 -2.39
H 1.35 0.50 -1.82
H -1.44 -0.15 -1.06

Mulliken population analysis, charges in e, atoms 1 to 6: atom 1 (C): -0.854, atom 2 (C): -0.374, atom 3 (O): -0.191, atom 4 (C): -0.236, atom 5 (C): -0.647, atom 6 (C): -0.623

No. 9
C28H39BCrN3O3S | ωB97M-V/def2-TZVPD

Summary:
E_HOMO (alpha / beta), eV: -1.18 / -4.77
HOMO-LUMO gap (alpha / beta), eV: 3.876 / 7.462
<S²>: 6.103
Total charge: -1
Relative energy (zero: lowest compared OMol25 entry of this formula, charge and spin), kJ/mol: 115.97
2S+1: 5
Electronic energy, Ha: -2947.9528

Cartesian coordinates (Å):
Cr -0.73 0.04 -0.23
S -0.60 2.62 -1.86
C -1.66 2.80 -0.53
C -2.30 4.03 -0.24
C -3.19 4.12 0.79
C -3.45 2.98 1.56
C -2.77 1.83 1.26
N -1.90 1.72 0.24
H -2.06 4.88 -0.87
H -3.69 5.06 1.01
H -4.14 3.00 2.39
H -2.91 0.94 1.86
O -1.62 0.08 -3.87
C -0.54 0.16 -4.78
C 0.64 -0.71 -4.38
C 1.26 -0.38 -3.00
C 1.28 -1.53 -2.01
C 2.22 -2.50 -2.21
C 2.31 -3.65 -1.38
C 1.39 -3.68 -0.31
C 0.49 -2.67 -0.14
N 0.36 -1.56 -0.97
H -1.60 0.90 -3.34
H -0.21 1.20 -4.88
H -0.91 -0.17 -5.76
H 1.40 -0.57 -5.16
H 0.36 -1.77 -4.41
H 0.77 0.49 -2.56
H 2.30 -0.09 -3.16
H 2.90 -2.39 -3.05
H 3.05 -4.42 -1.54
H 1.39 -4.50 0.40
H -0.16 -2.69 0.72
C -3.98 -0.46 -0.86
N -2.86 -1.39 -0.72
C -2.83 -2.28 -1.88
C -3.01 -2.20 0.50
C -2.34 -1.62 1.72
C -2.82 -2.03 2.97
C -2.23 -1.58 4.14
C -1.16 -0.70 4.05
C -0.70 -0.29 2.81
C -1.26 -0.74 1.60
H -4.94 -1.00 -0.92
H -3.85 0.13 -1.77
H -4.03 0.21 -0.01
H -3.77 -2.85 -1.95
H -2.00 -2.96 -1.80
H -2.71 -1.68 -2.79
H -2.58 -3.18 0.30
H -4.08 -2.37 0.70
H -3.67 -2.70 3.02
H -2.61 -1.91 5.10
H -0.69 -0.33 4.96
H 0.12 0.42 2.79
C 3.56 2.51 -0.17
C 2.91 2.01 1.12
C 3.24 2.97 2.26
O 1.50 2.02 0.90
B 1.07 0.74 0.56
O 2.10 -0.16 0.83
C 3.21 0.51 1.42
C 4.48 -0.03 0.78
C 3.21 0.17 2.91
H 3.16 3.50 -0.39
H 3.30 1.86 -1.00
H 4.65 2.58 -0.08
H 3.03 3.99 1.95
H 4.29 2.90 2.54
H 2.63 2.75 3.14
H 4.42 0.03 -0.31
H 4.59 -1.09 1.04
H 5.36 0.51 1.13
H 2.30 0.52 3.39
H 4.07 0.59 3.43
H 3.24 -0.92 3.01

Mulliken population analysis, charges in e, atoms 1 to 6: atom 1 (Cr): -0.384, atom 2 (S): -0.519, atom 3 (C): 0.373, atom 4 (C): -0.735, atom 5 (C): -0.315, atom 6 (C): -1.130

No. 10
C4H8O | ωB97M-V/def2-TZVPD

Summary:
SMILES string: C=CO.C=C
E_HOMO, eV: -9.10
HOMO-LUMO gap, eV: 10.148
Relative energy (zero: lowest compared OMol25 entry of this formula, charge and spin), kJ/mol: 247.18
2S+1: 1
Electronic energy, Ha: -232.3515

Cartesian coordinates (Å):
C -0.06 -2.00 0.40
C -0.98 -1.30 -0.24
O -0.99 -1.14 -1.62
H 0.70 -2.48 -0.21
H -0.08 -2.10 1.47
H -1.85 -0.79 0.16
H -0.08 -1.39 -1.88
C 0.08 2.10 0.70
C 1.04 1.57 -0.05
H -0.85 2.27 0.14
H -0.01 2.23 1.78
H 1.20 2.00 -1.03
H 1.88 1.05 0.40

Mulliken population analysis, charges in e, atoms 1 to 6: atom 1 (C): -0.779, atom 2 (C): 0.147, atom 3 (O): -0.472, atom 4 (H): 0.196, atom 5 (H): 0.250, atom 6 (H): 0.366

No. 11
C24H21MoN9S2Se | ωB97M-V/def2-TZVPD

Summary:
E_HOMO (alpha / beta), eV: -13.27 / -13.53
HOMO-LUMO gap (alpha / beta), eV: 6.088 / 5.895
<S²>: 2.022
Total charge: +2
2S+1: 3
Electronic energy, Ha: -4685.5443

Cartesian coordinates (Å):
Mo 0.33 -0.50 -0.51
N 2.20 0.44 -1.64
C 2.75 -0.32 -2.78
C 1.83 -1.50 -3.05
N 1.48 -2.06 -1.74
C 0.79 -3.35 -1.84
C -0.68 -3.11 -2.10
N -1.17 -2.28 -0.99
H 1.94 1.39 -1.92
H 2.93 0.58 -0.94
H 3.75 -0.69 -2.52
H 2.85 0.30 -3.67
H 2.32 -2.25 -3.68
H 0.91 -1.18 -3.55
H 2.37 -2.24 -1.26
H 0.90 -3.87 -0.87
H 1.23 -3.98 -2.62
H -1.22 -4.07 -2.15
H -0.83 -2.58 -3.05
H -1.23 -2.87 -0.16
H -2.12 -1.96 -1.20
S 0.99 1.43 0.80
C 1.86 0.79 2.18
C 2.45 1.69 3.06
C 3.26 1.24 4.09
C 3.95 2.17 4.91
N 4.54 2.93 5.53
C 3.43 -0.15 4.30
C 2.81 -1.05 3.44
C 2.06 -0.59 2.36
S 1.50 -1.76 1.22
C 4.23 -0.63 5.36
N 4.86 -1.04 6.22
H 2.31 2.75 2.91
H 2.94 -2.11 3.59
Se -6.09 3.72 0.08
N -5.37 2.47 1.06
C -4.25 2.04 0.49
C -3.41 1.01 1.00
C -3.71 0.28 2.15
C -2.84 -0.72 2.55
C -1.69 -0.95 1.80
N -1.39 -0.28 0.70
C -2.24 0.69 0.28
C -1.94 1.32 -0.97
N -0.85 0.86 -1.65
C -0.61 1.37 -2.86
C -1.40 2.36 -3.44
C -2.50 2.84 -2.77
C -2.79 2.31 -1.51
C -3.94 2.69 -0.75
N -4.82 3.61 -1.11
H -4.61 0.51 2.69
H -3.03 -1.32 3.42
H -0.98 -1.71 2.13
H 0.23 0.97 -3.40
H -1.14 2.73 -4.43
H -3.14 3.60 -3.18

Mulliken population analysis, charges in e, atoms 1 to 6: atom 1 (Mo): 0.158, atom 2 (N): -0.248, atom 3 (C): -1.007, atom 4 (C): -0.417, atom 5 (N): -0.054, atom 6 (C): -0.826

No. 12
C7H10 | ωB97M-V/def2-TZVPD

Summary:
SMILES string: C#CC[C@@H]1C[C@@H]1C
E_HOMO, eV: -8.54
HOMO-LUMO gap, eV: 9.648
Relative energy (zero: lowest compared OMol25 entry of this formula, charge and spin), kJ/mol: 423.96
2S+1: 1
Electronic energy, Ha: -272.5565

Cartesian coordinates (Å):
C 1.93 0.54 1.72
C 1.62 0.18 0.62
C 1.40 -0.31 -0.74
C 0.09 -1.02 -0.56
C -1.16 -0.81 -1.29
C -0.78 -0.30 0.40
C -1.14 1.17 0.52
H 2.13 0.85 2.72
H 1.31 0.53 -1.45
H 2.22 -0.95 -1.07
H 0.17 -2.06 -0.24
H -1.77 -1.65 -1.64
H -1.22 0.05 -1.98
H -0.92 -0.81 1.38
H -2.23 1.14 0.52
H -0.84 1.70 1.43
H -0.81 1.75 -0.34

Mulliken population analysis, charges in e, atoms 1 to 6: atom 1 (C): 0.015, atom 2 (C): -0.408, atom 3 (C): -0.694, atom 4 (C): 0.307, atom 5 (C): -0.952, atom 6 (C): -0.163